Record 1
Formula: C24H70N4O9
Source: the OMol25 dataset
Level of theory: wB97M-V/def2-TZVPD

Positions of all 107 atoms, in Å:
O1 3.64 -0.13 -20.33
H1 3.79 0.16 -21.23
H2 4.41 0.18 -19.85
C1 5.23 0.86 -17.54
C2 6.30 1.06 -18.61
O2 5.76 1.48 -19.85
H3 5.57 0.13 -16.80
H4 4.23 0.68 -17.91
H5 5.01 1.77 -16.98
H6 6.91 0.18 -18.83
H7 6.91 1.92 -18.32
H8 5.92 2.42 -19.91
C3 6.30 -0.01 -22.84
C4 7.45 0.04 -23.84
O3 7.95 -1.32 -24.14
H9 5.49 -0.56 -23.31
H10 5.97 1.01 -22.64
H11 6.69 -0.47 -21.94
H12 8.26 0.65 -23.44
H13 7.06 0.53 -24.72
H14 8.82 -1.26 -24.54
C5 2.81 4.31 -23.01
C6 4.02 4.19 -22.10
O4 5.11 3.99 -23.00
H15 2.64 3.29 -23.32
H16 2.90 4.98 -23.87
H17 1.83 4.48 -22.57
H18 3.96 3.30 -21.47
H19 4.08 5.05 -21.43
H20 5.85 3.61 -22.52
C7 4.89 4.95 -18.47
C8 6.10 5.37 -19.48
O5 6.52 4.22 -20.14
H21 3.89 4.88 -18.90
H22 4.84 5.71 -17.69
H23 5.15 4.04 -17.94
H24 6.88 5.81 -18.86
H25 5.83 6.01 -20.31
H26 7.46 4.26 -20.35
C9 1.50 4.81 -12.40
C10 2.25 3.75 -13.21
C11 3.79 3.72 -13.18
O6 4.25 2.51 -13.84
C12 5.60 2.11 -13.58
N1 1.71 2.47 -12.78
H27 0.43 4.65 -12.57
H28 1.67 5.84 -12.69
H29 1.72 4.74 -11.34
H30 1.90 3.88 -14.23
H31 4.16 3.71 -12.16
H32 4.14 4.58 -13.75
H33 6.37 2.72 -14.06
H34 5.59 1.10 -13.99
H35 5.87 2.03 -12.53
H36 1.86 2.43 -11.78
H37 2.37 1.81 -13.14
C13 -1.45 5.15 -17.50
C14 -0.83 3.74 -17.16
C15 0.68 3.74 -16.75
O7 1.39 4.03 -17.95
C16 1.75 2.81 -18.60
N2 -1.59 2.98 -16.22
H38 -0.94 5.83 -18.19
H39 -1.55 5.72 -16.58
H40 -2.43 5.01 -17.94
H41 -0.95 3.11 -18.04
H42 1.07 2.79 -16.37
H43 0.93 4.58 -16.10
H44 0.94 2.08 -18.49
H45 2.55 2.39 -17.99
H46 1.96 2.98 -19.65
H47 -1.21 2.30 -15.57
H48 -2.06 3.63 -15.60
C17 -2.62 -1.48 -15.67
C18 -1.43 -0.60 -16.07
C19 -0.14 -0.85 -15.28
O8 0.92 -0.11 -15.89
C20 2.20 -0.18 -15.17
N3 -1.21 -0.75 -17.43
H49 -3.44 -1.08 -16.27
H50 -2.92 -1.48 -14.63
H51 -2.49 -2.52 -15.96
H52 -1.77 0.41 -15.88
H53 0.16 -1.89 -15.39
H54 -0.23 -0.61 -14.21
H55 2.89 0.50 -15.66
H56 2.60 -1.17 -15.38
H57 2.18 -0.18 -14.08
H58 -1.82 -0.17 -17.99
H59 -0.30 -0.32 -17.54
C21 10.20 -0.17 -19.44
C22 10.11 -1.73 -19.28
C23 8.83 -2.47 -19.74
O9 7.61 -2.34 -18.96
C24 7.81 -2.68 -17.57
N4 11.22 -2.29 -20.01
H60 9.67 0.28 -18.60
H61 9.65 0.07 -20.35
H62 11.22 0.20 -19.37
H63 10.14 -2.10 -18.25
H64 8.92 -3.56 -19.78
H65 8.58 -2.35 -20.80
H66 6.84 -2.76 -17.08
H67 8.44 -1.93 -17.10
H68 8.20 -3.69 -17.51
H69 12.01 -1.94 -19.48
H70 11.29 -3.28 -19.81

## Properties
Largest force on an atom ... 3.3 eV/A
HOMO level ... -8.5 eV
E_LUMO ... 0.184 eV
Energy ... -1852.35638 hartree
SMILES ... COC[C@H](C)N.COC[C@H](C)N.COC[C@H](C)N.COC[C@H](C)N.CCO.CCO.CCO.CCO.O
Orbital gap ... 8.672 eV

Here are the Löwdin charges for atoms 1 to 6, given in e:
1 O -0.0552
2 H 0.0146
3 H -0.0278
4 C -0.0686
5 C -0.2704
6 O -0.1212

=====

Record 2
Formula: C24H70N6O8
Source: the OMol25 dataset
Level of theory: wB97M-V/def2-TZVPD

Positions of all 108 atoms, in Å:
C1 -3.51 -2.35 6.32
C2 -3.28 -0.90 5.97
C3 -2.27 -0.69 4.82
O1 -2.40 0.63 4.26
C4 -1.59 0.93 3.15
N1 -4.57 -0.25 5.58
H1 -3.58 -2.93 5.40
H2 -4.46 -2.43 6.84
H3 -2.67 -2.67 6.94
H4 -2.94 -0.37 6.87
H5 -2.59 -1.36 4.01
H6 -1.24 -0.99 5.01
H7 -1.64 2.02 3.06
H8 -2.11 0.54 2.28
H9 -0.55 0.61 3.10
H10 -5.14 -0.88 5.03
H11 -4.22 0.57 5.11
C5 -5.00 -5.23 -2.02
C6 -4.60 -4.04 -2.92
C7 -3.16 -3.48 -2.80
O2 -2.77 -2.69 -3.94
C8 -1.68 -1.76 -3.78
N2 -4.86 -4.59 -4.28
H12 -5.14 -4.95 -0.98
H13 -4.22 -5.99 -2.04
H14 -6.00 -5.60 -2.23
H15 -5.28 -3.21 -2.74
H16 -2.38 -4.23 -2.67
H17 -3.05 -2.74 -2.01
H18 -0.79 -2.26 -3.40
H19 -1.91 -0.91 -3.14
H20 -1.32 -1.32 -4.71
H21 -4.60 -5.57 -4.29
H22 -4.36 -4.11 -5.02
C9 2.50 -1.38 -1.35
C10 2.00 -0.58 -0.20
C11 0.43 -0.57 -0.04
O3 -0.42 0.04 -1.07
C12 -0.32 1.43 -1.35
N3 2.55 -1.20 0.92
H23 2.02 -1.13 -2.29
H24 2.10 -2.39 -1.39
H25 3.57 -1.52 -1.50
H26 2.30 0.46 -0.37
H27 0.10 -0.02 0.84
H28 0.02 -1.56 0.20
H29 -1.24 1.78 -1.82
H30 0.54 1.67 -1.98
H31 -0.07 2.02 -0.47
H32 2.62 -2.19 0.69
H33 3.52 -0.94 0.78
C13 3.08 4.49 -1.16
C14 4.08 3.45 -1.57
C15 4.07 3.11 -3.11
O4 4.83 1.91 -3.31
C16 4.17 0.70 -2.94
N4 5.44 3.69 -1.24
H34 2.16 4.13 -1.62
H35 3.17 5.43 -1.70
H36 3.04 4.62 -0.07
H37 3.73 2.55 -1.06
H38 4.50 3.91 -3.72
H39 3.06 2.88 -3.43
H40 4.88 -0.12 -3.02
H41 3.27 0.49 -3.52
H42 3.98 0.61 -1.87
H43 5.87 2.80 -1.48
H44 5.76 4.38 -1.90
C17 -8.35 2.58 -0.21
C18 -7.23 2.81 -1.22
C19 -5.91 2.08 -0.90
O5 -5.39 2.56 0.29
C20 -4.06 2.16 0.59
N5 -7.77 2.51 -2.50
H45 -9.23 3.22 -0.25
H46 -7.96 2.30 0.77
H47 -8.94 1.71 -0.51
H48 -6.87 3.84 -1.23
H49 -5.22 2.48 -1.63
H50 -5.88 0.99 -0.85
H51 -3.92 2.66 1.54
H52 -3.29 2.38 -0.16
H53 -3.91 1.14 0.94
H54 -8.53 3.17 -2.54
H55 -7.11 2.93 -3.15
C21 6.83 -0.09 -0.49
C22 6.66 -0.22 1.03
C23 7.32 0.97 1.62
O6 7.01 1.14 3.02
C24 7.48 0.04 3.78
N6 5.25 -0.19 1.41
H56 7.88 -0.16 -0.80
H57 6.41 0.83 -0.91
H58 6.36 -0.97 -0.92
H59 7.07 -1.17 1.38
H60 6.91 1.88 1.20
H61 8.38 1.06 1.38
H62 8.49 -0.34 3.63
H63 6.71 -0.73 3.72
H64 7.47 0.25 4.85
H65 4.74 0.66 1.20
H66 5.21 -0.05 2.41
O7 1.93 0.45 3.00
H67 1.97 -0.30 2.40
H68 2.36 1.16 2.52
O8 1.67 -5.47 -2.69
H69 2.27 -5.18 -2.00
H70 1.75 -4.81 -3.38

## Properties
Largest force on an atom ... 3.3 eV/A
Charge ... -1
HOMO level (spin up / spin down) ... 0.4 / -7.1 eV
Spin multiplicity ... 2
E_LUMO (spin up / spin down) ... 2.283 / 2.190 eV
Energy ... -1886.58185 hartree
Orbital gap (spin up / spin down) ... 1.911 / 9.247 eV

Here are the Löwdin charges for atoms 1 to 6, given in e:
1 C -0.0775
2 C -0.4280
3 C -0.1696
4 O -0.2215
5 C -0.1110
6 N 0.0360